1.
One molecule with the formula C4H7NS in a non-equilibrium geometry, computed with wB97M-V/def2-TZVPD.

Geometry as XYZ:
```
13
C4H7NS (wB97M-V/def2-TZVPD)
C -0.098 -0.220 -0.430
C 1.236 0.188 -0.453
C 1.419 1.617 0.113
C -2.276 -1.324 0.218
N -1.236 -0.541 -0.212
S 2.830 -0.776 0.300
H 1.756 0.104 -1.397
H 0.599 1.964 0.639
H 1.559 2.291 -0.614
H 2.215 1.490 0.768
H -2.789 -1.774 -0.663
H -3.151 -0.816 0.775
H -2.065 -2.201 0.956
```

For the highest occupied orbital energy, the calculation gives -7.18 eV. Its total charge is 0. The value obtained for the calculated total energy is -609.3946 a.u. The energy relative to the best compared isomer or geometry (same formula, charge and spin) is 102.8 kcal per mole. The frontier orbital gap is 6.6 eV.

***

2.
A 2-piece molecular cluster, C4H7NS overall in a non-equilibrium geometry, computed with wB97M-V/def2-TZVPD.

Geometry as XYZ:
```
13
C4H7NS (wB97M-V/def2-TZVPD)
C 1.693 -3.098 -1.623
N 1.421 -4.268 -1.992
C 0.235 -3.160 -1.762
H 2.624 -2.613 -1.391
H -0.466 -3.362 -0.851
H -0.328 -2.876 -2.571
C 0.021 2.687 1.810
C -0.776 2.590 0.754
S -2.467 2.837 1.066
H 1.111 2.834 1.672
H -0.223 2.918 2.838
H -0.625 2.540 -0.235
H -2.220 2.971 2.286
```

For the highest occupied orbital energy, the calculation gives -8.65 eV. Its total charge is 0. The value obtained for the calculated total energy is -609.3964 a.u. The energy relative to the best compared isomer or geometry (same formula, charge and spin) is 101.7 kcal per mole. The frontier orbital gap is 9.4 eV.

***

3.
A 2-piece molecular cluster, C4H7NS overall in a non-equilibrium geometry, computed with wB97M-V/def2-TZVPD.

Geometry as XYZ:
```
13
C4H7NS (wB97M-V/def2-TZVPD)
C -2.050 0.911 1.658
N -0.797 0.922 1.373
S 0.463 1.191 2.307
H -2.809 1.172 0.887
H -2.430 0.840 2.666
H -0.552 0.591 0.459
C 0.690 -0.336 -1.649
C 0.229 -1.238 -1.013
C -0.086 -2.285 -0.055
H 1.032 0.487 -2.326
H -0.932 -2.984 -0.123
H -0.180 -1.766 0.953
H 0.738 -2.926 0.046
```

For the highest occupied orbital energy (spin up / spin down), the calculation gives -8.02 / -8.02 eV. Its total charge is 0. The value obtained for the calculated total energy is -609.4034 a.u. The energy relative to the best compared isomer or geometry (same formula, charge and spin) is 97.3 kcal per mole. The frontier orbital gap (spin up / spin down) is 8.0 / 8.0 eV.